Entry from the Open Molecules 2025 dataset: a molecular structure, C25H30GeN3O6P2Pt in a non-equilibrium geometry (ωB97M-V/def2-TZVPD).

Atoms and positions in Å:
Pt 0.25 1.21 -1.00
N 4.12 2.93 -2.54
C 3.33 1.72 -2.19
C 4.12 0.48 -2.50
P 1.87 1.69 -3.32
O 1.12 3.08 -2.85
O 2.38 1.84 -4.69
O 0.96 0.55 -2.95
P 3.10 1.86 -0.36
O 2.12 3.19 -0.38
O 4.42 2.23 0.18
O 2.31 0.70 0.17
H 4.35 2.93 -3.54
H 4.96 2.93 -1.92
H 3.55 3.75 -2.31
H 4.36 0.42 -3.57
H 3.50 -0.38 -2.25
H 5.04 0.43 -1.91
H 0.58 3.37 -3.59
H 2.20 3.61 0.48
C -4.53 4.40 -0.07
N -3.16 4.12 -0.43
C -2.19 5.05 -0.67
C -1.05 4.35 -0.95
N -1.33 3.02 -0.89
C -2.60 2.91 -0.57
H -4.85 5.34 -0.52
H -4.63 4.50 1.02
H -5.18 3.60 -0.41
H -2.36 6.10 -0.61
H -0.07 4.69 -1.19
H -3.12 1.99 -0.41
C -0.75 0.48 0.63
Ge -0.85 -1.40 0.98
C -2.35 -1.90 2.20
C -2.98 -0.94 2.99
C -4.01 -1.30 3.84
C -4.43 -2.62 3.90
C -3.80 -3.58 3.12
C -2.75 -3.22 2.29
C 0.71 -2.13 2.05
C 1.44 -3.23 1.62
C 2.55 -3.64 2.35
C 2.90 -2.96 3.50
C 2.16 -1.87 3.93
C 1.05 -1.46 3.21
C -0.65 -2.38 -0.74
C -1.53 -3.34 -1.22
C -1.26 -3.98 -2.41
C -0.11 -3.69 -3.12
C 0.77 -2.73 -2.65
C 0.50 -2.08 -1.46
H -0.97 1.18 1.43
H -2.66 0.09 2.95
H -4.49 -0.55 4.45
H -5.23 -2.90 4.57
H -4.13 -4.61 3.17
H -2.25 -3.98 1.71
H 1.17 -3.75 0.72
H 3.12 -4.49 2.01
H 3.76 -3.28 4.07
H 2.44 -1.34 4.83
H 0.47 -0.62 3.55
H -2.44 -3.57 -0.67
H -1.96 -4.71 -2.80
H 0.11 -4.22 -4.04
H 1.67 -2.50 -3.20
H 1.20 -1.35 -1.07

Its expectation value of S² is 6.013. Its multiplicity is 5. The charge is +1. The frontier orbital gap (spin up / spin down) comes out at 8.351 / 4.376 eV. As for the HOMO energy (spin up / spin down): -10.82 / -10.79 eV. The value obtained for the energy is -121500.8213 eV.

Entry from the Open Molecules 2025 dataset: a molecular structure, C25H30IrN2O3PSe2 in a non-equilibrium geometry (ωB97M-V/def2-TZVPD).

Atoms and positions in Å:
Ir 0.69 -0.50 -0.51
O 0.15 1.73 0.31
C 1.06 2.82 0.14
C 2.20 2.72 1.15
C 2.91 1.35 1.14
C 3.48 0.98 -0.19
C 4.68 1.54 -0.62
C 5.21 1.18 -1.85
C 4.54 0.23 -2.61
C 3.35 -0.28 -2.13
N 2.82 0.09 -0.96
H -0.66 1.93 -0.16
H 0.53 3.77 0.30
H 1.45 2.81 -0.89
H 1.80 2.87 2.15
H 2.91 3.51 0.94
H 2.20 0.58 1.47
H 3.72 1.39 1.87
H 5.18 2.26 0.01
H 6.14 1.61 -2.19
H 4.93 -0.10 -3.56
H 2.80 -1.02 -2.70
Se 0.52 -2.96 -1.58
P 0.80 -3.54 0.53
Se 0.57 -1.69 1.74
C -0.39 -4.80 1.07
C -0.86 -5.75 0.17
C -1.75 -6.72 0.62
C -2.17 -6.72 1.94
C -1.70 -5.76 2.83
C -0.81 -4.80 2.40
C 2.49 -4.22 0.62
C 3.46 -3.67 1.45
C 4.74 -4.20 1.42
C 5.05 -5.25 0.56
C 4.07 -5.78 -0.26
C 2.79 -5.27 -0.24
H -0.54 -5.73 -0.86
H -2.11 -7.46 -0.07
H -2.86 -7.48 2.28
H -2.03 -5.76 3.85
H -0.44 -4.05 3.09
H 3.22 -2.86 2.12
H 5.50 -3.78 2.07
H 6.05 -5.65 0.55
H 4.31 -6.60 -0.94
H 2.02 -5.68 -0.88
O -2.76 0.99 -2.71
C -2.15 0.00 -2.32
O -1.26 -0.05 -1.45
C -2.59 -1.34 -3.03
N -3.40 -0.91 -4.19
C -4.67 -1.68 -4.24
C -4.48 -2.80 -3.21
C -3.55 -2.17 -2.18
H -1.71 -1.92 -3.34
H -2.89 -0.95 -5.07
H -3.54 0.13 -3.94
H -4.85 -2.05 -5.25
H -5.50 -1.04 -3.95
H -4.01 -3.67 -3.67
H -5.43 -3.11 -2.78
H -3.03 -2.90 -1.58
H -4.12 -1.52 -1.52

The charge is +2. The frontier orbital gap (spin up / spin down) comes out at 6.564 / 6.515 eV. As for the HOMO energy (spin up / spin down): -14.04 / -14.01 eV. The value obtained for the energy is -178341.9456 eV.